[1]
73
Properties=species:S:1:pos:R:3:forces:R:3:lowdin_charge:R:1 method="wB97M-V/def2-TZVPD" homo_lumo_gap_ev=7.6 lumo_energy_ev=-1.09 energy_ev=-64544.0418 smiles="CC1=C(CC(=O)O)C(=O)C=C([PH2]=N)C1=O.Fc1ccccc1.Fc1ccccc1.Fc1ccccc1.Fc1ccccc1"
C 1.93156 -0.16760 0.03746 -0.61 0.00 0.05 -0.017
C 1.47781 -1.15014 -0.99777 0.32 -0.29 -0.04 -0.133
C 2.23026 -2.11880 -1.53276 -0.01 0.14 0.09 -0.123
C 3.67376 -2.37318 -1.22725 -0.27 0.13 0.40 -0.023
C 3.89704 -3.69504 -0.51149 -0.01 -0.08 -0.07 -0.486
O 4.94640 -4.25258 -0.47226 0.29 -0.20 -0.14 0.146
O 2.79091 -4.17472 0.14529 -0.52 0.27 -0.44 0.089
C 1.59981 -3.05666 -2.50792 -0.10 -0.01 0.05 -0.336
O 2.19937 -3.50240 -3.45783 0.16 -0.29 0.05 0.138
C 0.17524 -3.39665 -2.22885 -0.04 0.26 0.28 0.025
C -0.57068 -2.42695 -1.70300 -0.22 0.11 -0.44 -0.256
P -2.29604 -2.76799 -1.26495 0.00 -1.40 1.06 0.743
N -2.33870 -4.15595 -0.52637 -0.08 0.31 -0.23 -0.293
C 0.06692 -1.09902 -1.47221 0.00 0.11 -0.24 -0.356
O -0.52741 -0.06790 -1.70154 -0.08 0.01 0.37 0.107
H 2.43431 -0.68938 0.84890 0.23 0.07 -0.10 0.088
H 2.54984 0.62745 -0.37080 0.17 -0.07 0.00 0.082
H 1.05658 0.30231 0.48605 0.01 0.06 -0.04 0.078
H 4.04618 -1.60549 -0.54701 0.15 0.10 -0.20 0.133
H 4.27835 -2.39108 -2.13136 0.07 0.07 0.02 0.141
H 2.53576 -5.03497 -0.21405 0.31 -0.18 0.36 0.130
H -0.19466 -4.39612 -2.42248 -0.02 0.02 -0.20 0.125
H -3.02831 -2.75514 -2.45897 0.11 0.42 -0.13 0.005
H -2.74918 -1.71456 -0.45719 0.08 0.48 -0.49 0.016
H -2.69638 -4.07384 0.41647 0.01 -0.19 0.02 -0.040
F 3.39312 0.56705 -2.54368 0.13 0.03 -0.10 0.049
C 3.13564 1.64247 -3.32337 -0.04 0.10 -0.07 -0.274
C 3.92827 2.76378 -3.19258 0.10 0.01 0.09 -0.017
C 3.65697 3.86320 -3.99430 -0.07 -0.03 -0.04 -0.083
C 2.60458 3.82698 -4.89851 0.00 0.02 -0.01 -0.095
C 1.82060 2.68619 -5.00535 0.06 0.05 0.02 -0.077
C 2.08548 1.57781 -4.21491 -0.08 -0.11 -0.01 -0.009
H 4.73942 2.77039 -2.47661 0.00 -0.02 -0.01 0.117
H 4.27057 4.75000 -3.91124 0.01 0.01 0.02 0.105
H 2.39529 4.68778 -5.51890 0.00 0.00 0.00 0.101
H 0.99704 2.65753 -5.70572 0.00 -0.01 -0.01 0.106
H 1.49029 0.67702 -4.28304 0.00 0.00 0.03 0.118
F 2.12869 0.64879 2.81951 0.01 0.07 0.16 0.043
C 2.79695 1.80802 3.01300 0.05 0.12 0.01 -0.279
C 3.61375 1.93083 4.11792 0.02 -0.09 0.09 -0.015
C 4.29680 3.12340 4.30767 -0.03 0.04 -0.07 -0.082
C 4.14987 4.16760 3.40447 0.02 0.02 0.01 -0.094
C 3.31960 4.01885 2.30215 0.05 -0.02 0.07 -0.076
C 2.63845 2.82805 2.09724 -0.10 -0.01 -0.12 -0.022
H 3.70759 1.10695 4.81242 -0.01 -0.01 -0.02 0.118
H 4.94542 3.23648 5.16577 0.00 -0.01 0.02 0.105
H 4.68176 5.09630 3.56050 0.00 0.00 0.00 0.101
H 3.19784 4.83108 1.59826 -0.01 0.00 -0.01 0.107
H 1.99110 2.69079 1.24133 -0.02 0.00 0.01 0.106
F -5.17102 -3.81009 -1.76147 -0.15 0.07 -0.08 0.013
C -5.98746 -4.40166 -0.86508 0.00 -0.05 0.08 -0.293
C -6.54590 -3.63267 0.13498 0.02 0.12 0.02 -0.022
C -7.38642 -4.24559 1.05324 0.01 -0.07 -0.03 -0.086
C -7.64756 -5.60551 0.96310 -0.02 -0.01 0.02 -0.098
C -7.06873 -6.35622 -0.05139 -0.02 0.07 0.03 -0.082
C -6.23226 -5.75398 -0.97930 0.03 -0.09 -0.08 -0.013
H -6.32435 -2.57497 0.18874 0.00 0.00 -0.03 0.115
H -7.83816 -3.65753 1.84073 0.01 0.01 0.01 0.104
H -8.30082 -6.07966 1.68297 0.00 0.00 0.00 0.100
H -7.26670 -7.41725 -0.12090 0.00 -0.01 -0.01 0.105
H -5.77229 -6.31772 -1.77910 0.03 0.02 0.01 0.119
F -0.28418 5.46490 1.15961 0.02 0.00 -0.01 0.052
C -1.06026 4.89990 2.10747 -0.06 -0.04 0.09 -0.287
C -1.67386 5.71064 3.04038 0.01 0.12 0.01 -0.018
C -2.47107 5.12066 4.01066 0.02 -0.08 -0.03 -0.084
C -2.63638 3.74254 4.04066 -0.01 -0.01 0.03 -0.097
C -2.00456 2.94892 3.09313 -0.03 0.09 0.04 -0.081
C -1.21286 3.52895 2.11324 0.09 -0.14 -0.11 -0.021
H -1.52596 6.78140 3.00271 0.00 0.00 -0.02 0.117
H -2.96412 5.74134 4.74661 0.01 0.02 0.01 0.104
H -3.25569 3.28847 4.80231 0.00 0.00 0.00 0.100
H -2.12573 1.87427 3.11606 0.00 -0.01 -0.02 0.104
H -0.71752 2.92990 1.36048 0.00 0.02 -0.01 0.111

[2]
77
Properties=species:S:1:pos:R:3:forces:R:3:lowdin_charge:R:1 method="wB97M-V/def2-TZVPD" homo_lumo_gap_ev=4.1 lumo_energy_ev=1.00 total_charge=-1 energy_ev=-155396.2379
Rb -0.07835 0.27006 -0.33674 0.37 0.21 0.20 0.827
C 3.08376 0.45785 -0.77760 0.04 -0.03 0.02 -0.311
C 3.01193 1.35320 0.31401 -0.03 -0.14 -0.07 -0.283
C 2.36884 2.52796 -0.13488 0.02 -0.01 0.00 -0.287
C 2.04652 2.36468 -1.49779 0.02 -0.04 -0.03 -0.301
C 2.49162 1.08794 -1.89917 0.03 0.01 -0.04 -0.330
C 2.49518 0.55429 -3.30484 -0.01 -0.03 -0.04 -0.077
C 1.37432 3.39637 -2.35928 0.00 0.05 -0.04 -0.053
C 2.25864 3.81429 0.63119 -0.04 0.04 0.03 -0.062
C 3.60731 1.15231 1.67770 0.03 -0.02 0.05 -0.062
C 3.70277 -0.91172 -0.78510 0.03 -0.07 0.00 -0.069
H 3.41121 0.81501 -3.85394 -0.01 0.03 0.01 0.073
H 1.65744 0.93798 -3.89316 -0.02 -0.01 0.01 0.068
H 2.43169 -0.53864 -3.34154 0.01 0.00 0.03 0.017
H 1.79671 4.39463 -2.19862 0.01 -0.01 0.01 0.067
H 0.29601 3.46682 -2.17862 0.00 -0.02 0.01 0.058
H 1.49573 3.17151 -3.42182 0.01 -0.01 0.01 0.063
H 3.06985 4.51467 0.38855 0.01 -0.02 -0.02 0.074
H 2.30233 3.65094 1.71159 0.00 -0.02 0.02 0.059
H 1.32395 4.34505 0.42525 -0.01 -0.01 -0.01 0.065
H 4.41116 1.86737 1.89427 0.00 0.00 -0.03 0.071
H 4.03711 0.15242 1.78257 -0.01 0.00 -0.01 0.055
H 2.87557 1.26243 2.48558 -0.02 0.02 0.00 0.042
H 4.28188 -1.09209 -1.69851 0.00 0.02 -0.01 0.068
H 2.97343 -1.73757 -0.71837 -0.01 0.03 0.02 0.035
H 4.39054 -1.05081 0.05322 -0.01 0.01 0.00 0.059
I -3.08481 3.16074 -4.20703 0.04 0.00 -0.05 0.858
C -3.83486 2.81381 -2.29665 -0.08 0.04 0.07 -0.662
C -5.13663 3.20224 -1.99538 -0.01 0.01 -0.05 -0.263
C -5.67525 2.99550 -0.74992 0.10 -0.05 0.02 -0.698
I -7.64001 3.62206 -0.39967 -0.04 0.01 0.00 0.835
C -4.90161 2.36970 0.25944 -0.09 0.05 0.02 -0.222
C -5.36814 2.11173 1.56798 0.01 -0.01 -0.01 -0.065
C -4.55609 1.49866 2.47794 0.01 0.01 -0.01 -0.063
C -3.25909 1.13803 2.08066 0.03 -0.04 0.07 -0.160
N -2.78485 1.36122 0.88050 -0.04 -0.01 -0.14 0.082
C -3.57062 1.96968 -0.04098 -0.01 -0.01 0.05 -0.137
C -2.96616 2.19174 -1.36905 -0.01 -0.03 -0.05 -0.500
O -1.79318 1.84302 -1.62676 -0.16 0.07 -0.01 -0.249
H -5.73145 3.67789 -2.76446 0.00 0.00 0.00 0.067
H -6.37386 2.40636 1.83761 0.00 0.00 0.00 0.047
H -4.89529 1.29531 3.48533 0.01 0.00 0.00 0.097
H -2.58747 0.65693 2.78762 0.00 -0.01 -0.01 0.094
Br -0.19827 6.44122 4.70746 0.00 0.00 0.01 0.712
C -0.02072 4.65295 4.09567 0.01 0.00 0.02 -0.688
C 0.64206 3.73183 4.88881 0.01 0.00 0.02 -0.129
C 0.76414 2.42486 4.44523 -0.02 0.02 -0.03 -0.027
C 0.22757 2.04791 3.21497 0.01 -0.10 -0.04 -0.273
C -0.37558 3.00349 2.40568 -0.02 0.08 0.03 -0.024
C -0.52522 4.30479 2.85523 0.00 -0.03 -0.03 -0.109
N 0.32852 0.73095 2.71135 -0.06 0.02 0.04 0.102
C 0.27241 -0.24137 3.51615 0.03 -0.05 -0.04 -0.099
C 0.48454 -1.64344 3.08683 0.00 0.02 0.04 -0.248
C 0.50281 -2.63801 4.05900 0.00 0.01 -0.03 -0.024
C 0.75235 -3.94708 3.67782 0.00 0.01 0.01 -0.064
C 0.98083 -4.21160 2.34073 0.00 -0.02 0.00 -0.048
C 0.93457 -3.15259 1.44133 -0.01 0.03 -0.01 -0.129
N 0.68494 -1.89836 1.79091 -0.02 -0.03 0.00 0.106
H 1.06959 4.03424 5.83474 0.00 0.00 0.00 0.097
H 1.31711 1.70863 5.03943 0.00 0.00 0.00 0.110
H -0.72031 2.72689 1.41945 -0.07 -0.03 0.00 0.101
H -1.00477 5.04446 2.22962 0.00 0.00 0.00 0.111
H 0.08870 -0.10959 4.58961 0.00 0.03 -0.01 0.124
H 0.32863 -2.38015 5.09593 0.00 0.00 0.00 0.109
H 0.77066 -4.74109 4.41330 0.00 0.00 0.00 0.106
H 1.18646 -5.21161 1.98415 0.00 0.00 0.00 0.103
H 1.11235 -3.33527 0.38727 0.01 -0.01 0.00 0.051
C 3.70730 -4.47151 -3.68248 -0.08 0.05 0.03 -0.078
O 2.59552 -3.58691 -3.47695 0.00 -0.14 0.07 -0.223
C 1.68861 -3.91880 -2.56754 0.10 0.45 -0.20 -1.153
S 1.60625 -5.29007 -1.71669 -0.03 -0.19 0.10 0.728
S 0.63682 -2.49583 -2.44369 0.10 -0.02 -0.11 0.966
H 4.33665 -3.96130 -4.40350 0.02 0.00 0.00 0.096
H 3.35830 -5.42756 -4.06797 0.00 0.00 0.00 0.082
H 4.23082 -4.62601 -2.74060 0.02 0.00 -0.01 0.085
O -1.54218 -2.48209 -1.23938 0.06 -0.15 -0.05 -0.094
N -0.73834 -3.26782 -1.60510 -0.25 0.01 0.17 -0.302